The following is a DFT calculation (ωB97M-V/def2-TZVPD) of C12H12N2 in the gas phase in a non-equilibrium geometry.

frontier orbital gap	8.7593	eV
SMILES string	C=C[C@@H]1C=CN=C(c2ccccn2)C1
highest occupied orbital energy	-8.489	eV
energy above the lowest of the compared OMol25 structures with the same formula, charge and spin	286.8	kJ/mol
LUMO level	0.27	eV
electronic energy	-573.8898	hartree

```
! RIJCOSX wB97M-V def2-TZVPD def2/J DEFGRID3
* xyz 0 1
C -3.96 0.73 0.21
C -4.18 -0.61 0.53
C -2.64 1.12 -0.15
C -3.16 -1.53 0.21
C -1.68 0.19 -0.30
C 2.33 1.28 0.13
C 2.17 -0.10 -0.49
C 1.35 2.15 0.29
C 4.12 -1.36 0.45
C 2.82 -1.11 0.40
C 0.72 -0.35 -1.00
C -0.28 0.63 -0.41
N -1.91 -1.18 -0.15
N -0.01 1.76 0.04
H -4.78 1.46 0.45
H -5.06 -0.98 0.89
H -2.33 2.18 -0.11
H -3.25 -2.63 0.26
H 3.32 1.54 0.36
H 2.70 0.01 -1.40
H 1.33 3.15 0.56
H 4.54 -1.98 1.30
H 4.74 -1.14 -0.39
H 2.18 -1.51 1.16
H 0.65 -0.40 -2.05
H 0.27 -1.28 -0.79
*
```

Mulliken population analysis, charges in e, atoms 1 to 2: -0.39 -0.59